{"formula": "C35H57N10PS2Sn", "method": "the ωB97M-V functional and the def2-TZVPD basis", "species": ["Sn", "C", "C", "N", "C", "C", "S", "C", "C", "N", "H", "H", "H", "H", "H", "H", "H", "H", "H", "H", "H", "H", "H", "H", "N", "C", "S", "N", "N", "C", "C", "C", "C", "C", "C", "C", "C", "C", "C", "C", "C", "N", "H", "H", "H", "H", "H", "H", "H", "H", "H", "H", "H", "C", "H", "H", "N", "P", "N", "C", "C", "C", "C", "C", "N", "C", "C", "C", "C", "C", "N", "C", "C", "C", "C", "C", "H", "H", "H", "H", "H", "H", "H", "H", "H", "H", "H", "H", "H", "H", "H", "H", "H", "H", "H", "H", "H", "H", "H", "H", "H", "H", "H", "H", "H", "H"], "xyz": [[-0.84751, -0.47909, -1.14385], [2.45250, 1.25649, 1.92771], [1.32552, 0.83078, 2.91592], [0.46758, -0.24217, 2.48118], [0.97056, -1.59165, 2.49130], [2.35584, -1.95925, 1.92683], [2.55827, -2.04720, 0.11762], [3.73846, -0.70943, -0.20351], [3.08639, 0.66788, -0.39414], [2.07247, 0.90271, 0.58982], [3.38812, 0.74217, 2.17713], [2.64874, 2.33670, 2.05640], [0.68592, 1.69901, 3.08669], [1.76932, 0.55907, 3.88348], [0.02213, -0.02924, 1.58868], [0.23324, -2.20422, 1.96802], [0.99493, -1.93861, 3.53853], [2.56716, -2.97108, 2.28654], [3.13661, -1.30983, 2.32298], [4.26732, -0.99997, -1.11345], [4.46895, -0.70229, 0.61012], [2.59042, 0.69351, -1.36602], [3.88633, 1.43344, -0.40744], [1.32359, 1.47871, 0.21546], [1.27062, 4.98714, -0.63184], [0.38274, 3.92103, -0.47786], [0.21921, 2.85316, -1.78942], [-0.21010, 3.96176, 0.71590], [-1.06325, 2.93947, 0.94303], [-1.75533, 2.99310, 2.03188], [-1.65589, 4.10929, 3.01855], [-2.77696, 4.86184, 3.35720], [-2.69970, 5.88629, 4.29203], [-1.49031, 6.17642, 4.90498], [-0.36062, 5.43925, 4.56747], [-0.44217, 4.42164, 3.63136], [-2.69092, 1.87400, 2.32249], [-3.32712, 1.75174, 3.56300], [-4.20636, 0.70213, 3.76572], [-4.42651, -0.20963, 2.74520], [-3.71862, -0.03220, 1.56036], [-2.88671, 0.97439, 1.35816], [2.00814, 4.78377, -1.28732], [1.56480, 5.37851, 0.25221], [-3.72216, 4.63887, 2.87660], [-3.58594, 6.45924, 4.53894], [-1.42614, 6.97075, 5.63976], [0.59102, 5.66163, 5.03638], [0.43726, 3.85355, 3.36269], [-3.12082, 2.45454, 4.35938], [-4.70768, 0.59350, 4.72206], [-5.11480, -1.03747, 2.85988], [-3.81006, -0.73360, 0.73231], [-0.99769, -0.59058, -3.16204], [-0.84780, 0.27656, -3.80578], [-1.34103, -1.47406, -3.70667], [-1.62376, -2.51883, -0.72672], [-2.27932, -3.86684, -0.69373], [-1.22878, -5.14828, -1.04138], [0.17646, -4.88948, -1.26916], [1.01965, -5.39769, -0.10356], [0.72570, -6.87161, 0.17141], [-0.77010, -7.08721, 0.39898], [-1.56891, -6.52332, -0.77663], [-3.58138, -4.26415, -1.73929], [-3.11492, -4.49741, -3.12306], [-4.21075, -4.18194, -4.12992], [-4.58583, -2.69451, -4.10397], [-4.46822, -2.13982, -2.67817], [-4.65739, -3.25755, -1.66400], [-2.99752, -4.32392, 0.79193], [-2.32256, -3.79914, 1.97723], [-3.23498, -3.82577, 3.19394], [-3.79454, -5.22631, 3.46423], [-4.22136, -5.92379, 2.15571], [-4.29535, -4.92461, 1.00436], [0.29660, -3.81311, -1.39574], [0.49593, -5.38827, -2.19876], [0.76653, -4.80054, 0.77866], [2.08134, -5.23972, -0.30953], [1.30028, -7.22872, 1.03193], [1.04017, -7.46641, -0.69626], [-1.07977, -6.56588, 1.30984], [-0.99388, -8.15274, 0.52827], [-2.63981, -6.58997, -0.58017], [-1.36058, -7.13831, -1.67070], [-2.81617, -5.54516, -3.21734], [-2.23273, -3.88382, -3.35098], [-5.08784, -4.79531, -3.89637], [-3.87238, -4.47814, -5.12658], [-5.60597, -2.57600, -4.48538], [-3.92367, -2.12814, -4.76221], [-5.19381, -1.34094, -2.50571], [-3.47701, -1.70461, -2.52489], [-5.62699, -3.75554, -1.80815], [-4.65967, -2.84194, -0.65389], [-1.99606, -2.77808, 1.76892], [-1.41362, -4.38352, 2.19601], [-4.05328, -3.11998, 3.03967], [-2.67403, -3.46944, 4.06076], [-4.64513, -5.15105, 4.14776], [-3.03550, -5.82624, 3.97481], [-5.18704, -6.42338, 2.28132], [-3.49039, -6.68938, 1.88296], [-5.07485, -4.17651, 1.22925], [-4.59581, -5.42080, 0.08239]], "forces_ev_per_a": [[-0.085, -0.429, 0.059], [-0.018, -0.117, 0.013], [0.069, 0.013, -0.041], [-0.166, -0.009, -0.083], [0.005, -0.065, 0.048], [0.009, -0.041, -0.101], [0.074, -0.019, 0.062], [-0.101, 0.039, -0.010], [-0.046, -0.162, 0.050], [0.009, 0.417, -0.079], [-0.029, 0.018, -0.050], [0.023, -0.022, 0.046], [-0.038, -0.005, 0.022], [-0.013, 0.061, 0.006], [0.112, -0.001, -0.002], [-0.057, -0.037, 0.005], [-0.004, -0.018, -0.015], [0.032, 0.013, 0.046], [0.015, -0.020, 0.025], [0.060, 0.036, 0.011], [0.016, -0.010, -0.003], [0.013, 0.013, 0.002], [0.008, -0.017, -0.036], [-0.065, -0.097, 0.007], [0.019, -0.054, 0.084], [0.103, 0.015, -0.191], [0.049, 0.175, 0.172], [-0.128, -0.161, 0.152], [0.024, 0.157, -0.006], [0.092, -0.050, -0.028], [0.010, 0.008, -0.011], [0.007, 0.046, -0.015], [0.003, 0.005, -0.012], [0.023, 0.003, 0.018], [-0.014, 0.022, 0.023], [-0.046, -0.029, 0.033], [0.189, 0.097, -0.049], [0.006, -0.064, 0.104], [-0.002, -0.006, 0.033], [-0.007, -0.012, -0.040], [0.021, -0.017, 0.074], [-0.124, 0.078, -0.235], [-0.072, 0.029, -0.033], [0.012, 0.007, 0.012], [-0.011, -0.016, 0.002], [-0.008, 0.005, 0.001], [0.005, 0.007, -0.009], [0.001, 0.003, 0.002], [0.015, 0.030, -0.026], [-0.023, -0.008, -0.030], [-0.001, -0.002, -0.022], [0.007, 0.000, 0.006], [0.011, -0.026, 0.051], [-0.147, -0.047, -0.111], [0.090, 0.019, 0.023], [-0.003, -0.043, 0.017], [0.106, 0.327, 0.028], [-0.107, -0.250, 0.151], [-0.092, 0.002, -0.022], [0.009, 0.028, 0.039], [0.028, -0.030, -0.060], [-0.028, 0.035, 0.040], [0.018, -0.028, -0.046], [0.031, 0.014, 0.006], [0.063, 0.121, -0.160], [0.008, -0.040, 0.012], [-0.013, -0.011, -0.008], [-0.023, -0.006, 0.023], [0.008, -0.018, -0.003], [-0.010, -0.010, 0.088], [0.001, 0.168, -0.065], [-0.014, 0.063, 0.034], [0.036, -0.069, 0.031], [0.019, 0.019, -0.014], [-0.028, 0.020, 0.010], [0.057, -0.140, -0.028], [0.018, -0.014, -0.036], [0.026, -0.022, -0.010], [0.007, 0.029, 0.039], [0.003, 0.008, 0.005], [0.006, -0.018, -0.014], [0.025, -0.013, 0.002], [-0.017, 0.014, 0.015], [-0.006, 0.009, 0.019], [-0.017, -0.027, -0.028], [-0.005, 0.001, 0.005], [0.044, 0.017, 0.005], [-0.009, 0.033, -0.012], [0.001, -0.018, -0.013], [-0.018, -0.014, -0.002], [0.015, 0.026, -0.025], [0.010, 0.003, -0.010], [-0.012, -0.001, -0.004], [-0.013, 0.031, -0.007], [-0.033, 0.015, 0.029], [-0.014, 0.004, -0.018], [0.051, 0.041, 0.027], [0.009, -0.017, 0.012], [-0.001, 0.005, -0.003], [-0.030, 0.056, -0.001], [0.013, -0.010, 0.027], [-0.005, -0.008, 0.002], [0.004, -0.013, -0.011], [-0.007, -0.021, -0.009], [-0.018, -0.003, -0.019], [-0.024, 0.004, 0.011]], "mulliken_charge": [0.33, -0.94, -0.55, 0.33, 0.04, -1.01, 0.07, -0.98, -0.62, 1.01, 0.46, 0.39, -0.16, 0.41, -0.20, -0.50, 0.28, 0.65, 0.49, 0.44, 0.30, 0.32, 0.29, -0.76, -0.57, 0.29, -0.40, -0.96, 0.65, -0.24, -0.03, -0.02, -0.74, -0.37, -0.85, 0.18, 0.43, -0.48, -1.00, -0.41, -0.33, -0.02, 0.24, 0.24, 0.48, 0.35, 0.35, 0.38, 0.42, 0.43, 0.37, 0.54, 0.28, -1.14, 0.20, 0.20, -0.70, -0.96, 0.71, -0.91, 0.23, -1.20, -0.25, -1.03, 0.17, -0.42, -1.04, -0.78, 0.19, -0.63, 1.32, 0.27, -0.75, -0.73, -0.70, -0.76, 0.23, 0.26, -0.29, 0.49, 0.44, 0.39, 0.05, 0.33, 0.33, 0.56, 0.28, 0.29, 0.31, 0.46, 0.24, 0.39, 0.58, -0.53, 0.33, 0.12, -0.21, -0.23, -0.06, 0.53, 0.34, 0.34, 0.45, 0.09, 0.34, 0.54], "lumo_ha": 0.159, "de_lowest_kj_mol": 135.01, "charge": -2}